8
Properties=species:S:1:pos:R:3:mulliken_charge:R:1 method="wB97M-V/def2-TZVPD" total_energy_ev=-15018.2292 e_homo_ev="-8.711 / -7.773" gap_ev="7.64 / 6.80"
C -0.65 0.03 -0.16 -0.6932
C -0.21 0.21 1.12 -0.4708
O 1.85 0.14 -1.74 -0.3726
S 1.00 -0.97 -1.29 0.3117
H -1.34 -0.78 -0.36 0.3536
H -0.71 0.88 -0.83 0.3259
H 0.35 1.08 1.41 0.2719
H -0.29 -0.59 1.84 0.2735